1.
The following is a DFT calculation (ωB97M-V/def2-TZVPD) of C4H4MnO5 as an isolated structure.

Values from the calculation:
HOMO energy (alpha / beta) in eV: -8.97 / -9.74
E in Eh: -1682.0005
⟨S²⟩: 8.7725
ΔE to the lowest compared entry with this formula, charge and spin in eV: 0.000
Orbital gap (alpha / beta) in eV: 7.085 / 7.599

```
! wB97M-V def2-TZVPD RIJCOSX def2/J DEFGRID3
* xyz 0 6
O -2.330 -0.637 1.704
C -1.544 -1.455 1.446
O -0.911 -2.408 1.230
O 0.353 0.177 0.628
C 0.662 -0.124 -0.780
H 0.869 -1.208 -0.786
C -0.600 0.107 -1.596
H -1.470 -0.449 -1.203
H -0.875 1.172 -1.652
H -0.437 -0.247 -2.626
C 1.099 1.093 1.364
O 2.130 1.603 0.801
O 0.711 1.337 2.500
Mn 2.342 1.039 -1.032
*
```

---

2.
The following is a DFT calculation (ωB97M-V/def2-TZVPD) of a 2-piece molecular cluster, C18H16N2O2S overall.

Values from the calculation:
HOMO energy in eV: -7.00
E in Eh: -1353.6631
ΔE to the lowest compared entry with this formula, charge and spin in eV: 2.245
Orbital gap in eV: 3.925

```
! wB97M-V def2-TZVPD RIJCOSX def2/J DEFGRID3
* xyz 0 1
C -5.138 -1.162 1.314
C -3.688 -0.799 1.329
C -3.316 0.553 1.371
C -1.986 0.910 1.357
C -0.942 -0.069 1.298
C 0.382 0.438 1.252
C 1.655 -0.191 1.313
C 2.786 0.688 1.283
C 4.080 0.206 1.311
C 4.314 -1.178 1.374
C 3.228 -2.062 1.427
C 1.917 -1.592 1.412
C -1.343 -1.440 1.269
C -2.688 -1.780 1.289
H -5.269 -2.248 1.341
H -5.666 -0.726 2.171
H -5.627 -0.779 0.409
H -4.091 1.321 1.410
H -1.698 1.962 1.384
H 0.432 1.530 1.214
H 2.593 1.763 1.233
H 4.916 0.906 1.278
H 5.337 -1.556 1.385
H 3.408 -3.138 1.485
H 1.096 -2.300 1.482
H -0.602 -2.231 1.216
H -2.986 -2.832 1.268
C 0.555 0.018 -2.344
C -0.584 0.738 -2.775
O -1.769 0.394 -2.658
N -0.303 1.993 -3.401
C 0.921 2.579 -3.610
S 1.142 4.080 -4.329
N 1.949 1.788 -3.161
C 1.868 0.510 -2.528
O 2.925 -0.045 -2.197
H 0.417 -0.940 -1.866
H -1.106 2.527 -3.716
H 2.882 2.165 -3.291
*
```

---

3.
The following is a DFT calculation (ωB97M-V/def2-TZVPD) of C30H32N7SSn as an isolated structure.

Values from the calculation:
HOMO energy in eV: -16.06
E in Eh: -2157.3238
ΔE to the lowest compared entry with this formula, charge and spin in eV: 0.000
Orbital gap in eV: 6.199

```
! wB97M-V def2-TZVPD RIJCOSX def2/J DEFGRID3
* xyz 3 1
Sn -2.006 -0.731 0.033
C -2.209 0.967 4.474
C -2.266 0.662 3.016
N -2.246 -0.497 2.489
N -2.197 -1.625 3.242
C -2.378 -2.809 2.653
N -2.411 -3.898 3.389
S -2.583 -2.974 0.953
C -2.418 1.745 2.016
C -2.677 3.050 2.370
C -2.837 4.010 1.370
C -2.729 3.632 0.046
C -2.481 2.298 -0.242
N -2.330 1.383 0.721
H -1.699 0.192 5.044
H -3.222 1.081 4.873
H -1.675 1.896 4.658
H -2.100 -1.558 4.247
H -2.304 -3.891 4.395
H -2.592 -4.794 2.957
H -2.771 3.334 3.408
H -3.047 5.039 1.634
H -2.839 4.347 -0.758
H -2.403 1.948 -1.265
C 2.074 2.285 -1.718
C 3.117 1.287 -2.155
C 4.095 1.645 -3.078
C 5.099 0.762 -3.450
C 5.146 -0.512 -2.904
C 4.188 -0.895 -1.982
C 3.182 -0.004 -1.627
N 2.239 -0.417 -0.611
C 0.928 -0.532 -0.808
N 0.524 -0.511 -2.087
C -0.741 -0.520 -2.690
C -1.974 -0.503 -2.041
C -3.200 -0.456 -2.716
C -3.185 -0.436 -4.096
C -1.966 -0.473 -4.765
C -0.752 -0.520 -4.100
C 0.545 -0.580 -4.867
N 0.077 -0.693 0.220
C 0.646 -0.604 1.552
C 0.770 0.658 2.133
C 1.311 0.796 3.399
C 1.713 -0.341 4.096
C 1.578 -1.593 3.515
C 1.060 -1.754 2.226
C 1.038 -3.120 1.586
H 2.419 3.298 -1.912
H 1.867 2.197 -0.648
H 1.131 2.153 -2.259
H 4.079 2.645 -3.495
H 5.855 1.075 -4.157
H 5.926 -1.204 -3.193
H 4.220 -1.879 -1.529
H 2.593 -0.592 0.318
H 1.295 -0.487 -2.746
H -4.146 -0.450 -2.192
H -4.116 -0.417 -4.645
H -1.964 -0.471 -5.848
H 0.346 -0.592 -5.936
H 1.104 -1.491 -4.635
H 1.182 0.289 -4.671
H 0.456 1.529 1.567
H 1.434 1.778 3.837
H 2.156 -0.247 5.078
H 1.917 -2.468 4.057
H 0.963 -3.903 2.341
H 1.966 -3.301 1.039
H 0.223 -3.235 0.876
*
```